1.
Formula: C41H60BrClFO21P
Source: the OMol25 dataset
Level of theory: ωB97M-V with the def2-TZVPD basis set

Geometry as XYZ:
```
126
Properties=species:S:1:pos:R:3:forces:R:3:mulliken_charge:R:1
C 0.5228 0.6617 1.6059 0.8 0.0 -0.8 -1.357
C 0.6312 2.1703 1.2531 0.4 -0.1 1.4 -0.689
C -0.4674 3.0879 1.9375 -0.5 0.3 -2.7 0.886
C -1.4641 2.4989 2.9255 0.8 0.1 3.4 -0.895
C -0.7925 2.3238 4.3672 2.8 -0.1 -2.3 0.100
C 0.7774 2.1821 4.3592 -2.4 2.6 2.2 -0.836
O -0.0015 3.4113 4.8242 -1.3 -1.3 0.4 -0.449
O -1.3518 3.2955 0.7396 -1.3 -0.2 -0.4 -0.358
C -1.1483 4.3465 -0.0793 2.6 -0.2 3.9 0.170
O -1.6716 4.5533 -1.0940 -1.6 0.1 -2.7 -0.568
C -0.1156 5.2421 0.6384 -0.3 -0.2 2.5 0.433
Br -0.9558 6.9882 0.9331 0.4 1.0 -3.1 -0.094
P 1.4832 5.6407 -0.2983 -0.4 0.9 -3.0 -0.012
O 2.1260 6.9812 0.4305 0.0 -1.7 1.0 -0.426
O 2.5424 4.3494 -0.1801 -0.3 1.1 1.2 -0.400
C 0.0030 4.5738 2.1313 -0.2 1.7 -1.7 0.751
F 1.3393 4.7920 2.4361 -0.5 -0.7 0.9 -0.266
Cl -1.0279 5.6041 3.1629 0.6 -2.5 2.3 -0.147
H 0.9457 0.1003 0.7485 -0.2 0.2 0.4 0.532
H -0.4997 0.2834 1.7378 0.4 0.2 0.2 0.134
H 1.1892 0.4203 2.4499 -0.7 0.0 -0.1 0.241
H 1.6331 2.5339 1.5510 -0.4 -0.3 -0.2 0.294
H 0.5867 2.3077 0.1622 -0.2 0.1 0.5 0.598
H -1.9024 1.5154 2.6745 0.4 0.8 -0.4 -0.258
H -2.2610 3.2182 3.1831 0.1 -0.3 -0.9 0.776
H -1.3412 1.7153 5.1091 0.3 0.5 -0.4 0.586
H 1.3803 2.7645 3.6612 0.3 -1.7 -0.4 0.063
H 1.1859 1.8034 5.3001 0.4 -0.5 -0.8 0.565
H 2.2014 6.8892 1.3998 0.0 0.2 -0.2 0.334
H 3.4084 4.7256 0.0585 -0.1 -0.4 0.0 0.308
O -2.5251 0.1279 -3.7265 -0.1 -0.2 -0.4 -0.578
C -3.2320 1.0811 -3.8984 0.4 0.1 0.4 0.372
O -3.8544 1.3421 -5.0757 0.0 -0.1 0.2 -0.340
C -4.5320 2.6099 -4.9916 -0.2 0.3 -0.1 -0.473
C -4.7431 2.8503 -3.5086 -0.1 0.2 0.2 -0.618
C -3.5266 2.1708 -2.8955 -0.5 0.1 -0.2 0.088
H -3.8988 3.3734 -5.4507 0.0 0.0 0.0 0.263
H -5.4717 2.5563 -5.5385 0.1 -0.2 -0.1 0.365
H -4.8348 3.9046 -3.2522 0.0 0.0 -0.1 0.345
H -5.6523 2.3437 -3.1768 0.0 0.0 -0.1 0.306
H -2.6685 2.8432 -2.8396 0.0 -0.1 0.2 0.012
H -3.7464 1.7523 -1.9165 0.4 0.0 0.0 0.272
O 4.8173 1.6851 3.8957 -0.2 -0.1 0.4 -0.654
C 4.8357 2.6300 4.6337 0.0 0.0 -0.6 0.732
O 4.1154 2.7116 5.7784 0.1 -0.1 -0.2 -0.386
C 4.2814 4.0166 6.3618 0.0 0.3 0.2 -0.439
C 5.5856 4.5449 5.7938 0.2 0.2 0.0 -0.481
C 5.6139 3.9085 4.4123 0.2 0.1 0.6 -0.393
H 3.4243 4.6337 6.0811 0.0 -0.1 0.0 0.245
H 4.3110 3.9275 7.4462 -0.1 -0.2 -0.1 0.335
H 5.6398 5.6327 5.7803 -0.1 0.0 0.0 0.345
H 6.4255 4.1742 6.3852 0.0 0.0 0.0 0.240
H 5.0913 4.5165 3.6712 0.0 -0.1 -0.1 0.197
H 6.6293 3.6958 4.0857 -0.1 -0.1 -0.3 0.278
O -1.0121 -6.1677 -3.3212 0.1 0.3 0.4 -0.597
C -1.2519 -5.0733 -3.7567 -0.3 -0.6 -0.2 0.634
O -1.2146 -3.9477 -3.0136 -0.1 -0.3 -0.1 -0.260
C -1.6608 -2.8296 -3.8017 -0.1 0.5 -0.2 -0.417
C -1.4520 -3.2530 -5.2457 -0.1 0.0 -0.2 -0.353
C -1.6820 -4.7599 -5.1727 0.3 0.6 -0.1 -0.654
H -2.7107 -2.6392 -3.5715 0.0 0.0 0.0 0.197
H -1.0806 -1.9489 -3.5411 -0.1 -0.1 0.2 0.357
H -2.1102 -2.7382 -5.9438 0.0 0.0 0.1 0.251
H -0.4211 -3.0529 -5.5467 0.0 0.0 0.0 0.278
H -2.7364 -5.0173 -5.2894 0.0 -0.1 0.0 0.267
H -1.0751 -5.3014 -5.8941 -0.2 -0.3 0.1 0.339
O -1.0876 2.1038 -10.6538 -0.1 -0.3 0.0 -0.567
C -1.1248 1.8573 -9.4839 0.0 0.4 -0.3 0.402
O -1.8509 0.8390 -8.9543 0.2 0.1 -0.1 -0.370
C -1.7709 0.8797 -7.5184 0.0 0.0 0.2 0.254
C -0.5036 1.6565 -7.2117 0.2 0.1 0.2 -0.529
C -0.4322 2.6298 -8.3804 0.2 -0.4 0.4 -0.390
H -2.6628 1.3737 -7.1345 0.0 0.0 0.0 -0.001
H -1.7350 -0.1353 -7.1262 -0.1 0.0 -0.2 0.029
H -0.5209 2.1390 -6.2348 -0.1 -0.1 0.0 0.313
H 0.3586 0.9864 -7.2397 0.0 0.0 0.0 0.288
H -0.9927 3.5456 -8.1844 0.1 0.0 -0.1 0.250
H 0.5939 2.8623 -8.6536 -0.1 0.2 -0.2 0.301
O -4.9811 -4.1740 0.3377 -0.4 -0.1 0.1 -0.540
C -4.8233 -5.2781 -0.1026 0.4 0.3 0.2 0.344
O -5.6667 -6.3113 0.1384 0.0 0.2 0.0 -0.376
C -5.1356 -7.5153 -0.4432 0.0 -0.3 -0.1 -0.453
C -4.1836 -7.0462 -1.5287 0.2 -0.1 -0.2 -0.599
C -3.6618 -5.7383 -0.9522 -0.3 -0.4 -0.4 0.452
H -4.6272 -8.0844 0.3388 0.0 0.0 0.0 0.242
H -5.9515 -8.1162 -0.8410 -0.1 0.1 0.2 0.341
H -3.4022 -7.7684 -1.7601 0.0 0.0 0.0 0.364
H -4.7387 -6.8471 -2.4482 0.0 0.0 0.0 0.290
H -2.7910 -5.8939 -0.3132 0.0 0.1 0.0 0.075
H -3.4397 -5.0135 -1.7311 0.2 0.2 0.3 -0.203
O 9.1574 1.8725 6.0496 0.3 -0.1 0.0 -0.577
C 8.9908 0.8386 5.4668 -0.3 0.4 0.0 0.473
O 10.0073 0.0750 4.9911 -0.1 0.1 0.1 -0.367
C 9.4733 -1.0354 4.2508 0.0 -0.3 -0.1 -0.427
C 8.0557 -1.2125 4.7638 -0.3 -0.2 0.0 -0.630
C 7.6603 0.2152 5.1110 0.1 -0.5 0.1 -0.042
H 9.5025 -0.7891 3.1866 0.0 0.0 0.0 0.246
H 10.0882 -1.9168 4.4247 0.2 0.2 0.0 0.342
H 7.3935 -1.6911 4.0437 0.1 0.0 0.0 0.332
H 8.0621 -1.8221 5.6701 0.0 0.0 0.0 0.288
H 7.2398 0.7422 4.2527 -0.1 0.1 0.1 0.046
H 6.9741 0.2497 5.9537 0.0 0.3 -0.1 0.310
O 2.7772 -3.5059 1.5436 -0.1 0.2 -0.2 -0.597
C 2.3191 -4.1480 0.6431 0.0 -0.1 0.5 0.441
O 1.4552 -3.6436 -0.2737 0.2 0.0 0.1 -0.324
C 1.0083 -4.6931 -1.1524 0.0 -0.2 -0.1 0.489
C 2.0750 -5.7682 -1.0611 0.1 -0.3 0.0 -0.549
C 2.5616 -5.6186 0.3741 0.0 0.0 -0.6 -0.438
H 0.0338 -5.0438 -0.8083 0.0 0.0 0.0 -0.143
H 0.9044 -4.3045 -2.1588 0.0 0.2 0.2 -0.050
H 1.7026 -6.7632 -1.3005 -0.1 0.1 0.0 0.312
H 2.8915 -5.5403 -1.7502 0.0 0.0 0.0 0.320
H 1.9645 -6.2088 1.0715 0.1 0.0 0.1 0.246
H 3.6162 -5.8634 0.4737 -0.1 0.0 0.3 0.312
O -4.5750 1.8696 3.7313 0.5 -0.2 0.0 -0.577
C -4.7062 0.8334 3.1458 -0.3 0.4 -0.1 0.460
O -3.6629 0.0884 2.6739 -0.4 0.2 0.2 -0.253
C -4.1790 -1.0342 1.9262 0.1 -0.3 -0.2 -0.409
C -5.5921 -1.2350 2.4307 -0.4 -0.2 0.0 -0.460
C -6.0206 0.1808 2.7786 0.2 -0.5 0.1 -0.463
H -4.1489 -0.7880 0.8624 0.0 0.0 0.0 0.184
H -3.5553 -1.9074 2.1039 0.2 0.2 0.0 0.332
H -6.2391 -1.7254 1.7058 0.1 0.0 0.0 0.306
H -5.5784 -1.8454 3.3362 0.0 0.0 -0.1 0.291
H -6.4459 0.7013 1.9186 0.0 0.1 0.1 0.264
H -6.7120 0.2024 3.6172 0.0 0.3 -0.1 0.307
```
Forces are in eV/Å.

## Properties
Spin multiplicity: 1
Net charge: 0
Molar mass in g/mol: 1054.239
Highest occupied orbital energy in eV: -8.6
E_tot in Ha: -6653.7572

***

2.
Formula: C41H61Cl2GeN3O2Si3W
Source: the OMol25 dataset
Level of theory: ωB97M-V with the def2-TZVPD basis set

Geometry as XYZ:
```
114
Properties=species:S:1:pos:R:3:forces:R:3:mulliken_charge:R:1
W -0.7158 -0.7244 0.4420 0.1 -0.8 -0.5 -0.504
C 6.0679 -1.6916 -1.0904 0.0 0.0 0.0 -1.793
C 5.3706 -0.3354 -1.2279 -0.1 0.0 0.0 2.040
C 5.5713 0.2004 -2.6605 0.0 0.0 0.0 -1.745
C 5.9709 0.6628 -0.2240 0.0 0.0 0.0 -1.634
C 3.8750 -0.4527 -1.0149 0.0 0.2 0.1 0.342
C 3.1807 -1.6489 -1.1683 -0.1 -0.2 -0.1 -1.169
C 1.8195 -1.7074 -0.9611 0.1 0.0 0.0 -0.931
N 1.1003 -0.6206 -0.6154 0.2 -0.1 0.0 0.940
C 1.7514 0.5647 -0.5206 -0.3 0.4 0.1 0.438
C 3.1022 0.6763 -0.6922 0.3 -0.2 -0.2 -0.480
C 0.8606 1.7046 -0.2112 0.3 -0.3 -0.1 -0.239
C 1.2357 3.0200 -0.3347 0.0 0.3 0.0 -0.001
C 0.3209 4.0481 -0.0964 0.1 0.0 0.0 -0.009
C -0.9814 3.6503 0.2366 0.0 0.1 0.0 -0.997
C -1.2958 2.3254 0.3456 0.1 0.0 0.0 -0.810
N -0.3882 1.3385 0.1422 -0.1 0.6 -0.1 0.645
C 0.6774 5.5124 -0.2281 -0.1 0.0 0.0 1.765
C 2.1774 5.7233 -0.4278 0.0 0.0 0.0 -1.992
C -0.0834 6.0584 -1.4537 0.0 0.0 0.0 -1.526
C 0.2230 6.2571 1.0397 0.0 0.0 0.0 -1.586
H 7.1418 -1.5538 -1.2113 0.0 0.0 0.0 0.480
H 5.7539 -2.4012 -1.8576 0.0 0.0 0.0 0.428
H 5.8954 -2.1387 -0.1077 0.0 0.0 0.0 0.341
H 6.6370 0.3479 -2.8393 0.0 0.0 0.0 0.465
H 5.0706 1.1605 -2.8041 0.0 0.0 0.0 0.381
H 5.1978 -0.5021 -3.4080 0.0 0.0 0.0 0.377
H 7.0551 0.5582 -0.2191 0.0 0.0 0.0 0.485
H 5.6139 0.4874 0.7930 0.0 0.0 -0.1 0.238
H 5.7550 1.6984 -0.4949 0.0 0.0 0.0 0.443
H 3.6879 -2.5633 -1.4402 0.0 0.0 0.0 0.499
H 1.2819 -2.6379 -1.0630 0.0 0.0 0.0 0.385
H 3.5766 1.6399 -0.5756 0.0 0.0 0.0 0.577
H 2.2449 3.2545 -0.6351 0.0 0.0 0.0 0.639
H -1.7603 4.3804 0.4075 0.0 0.0 0.0 0.551
H -2.2955 2.0105 0.5972 0.0 0.0 0.0 0.369
H 2.5273 5.3162 -1.3796 0.0 0.0 0.0 0.405
H 2.7651 5.2890 0.3853 0.0 0.0 0.0 0.459
H 2.3866 6.7918 -0.4425 0.0 0.0 0.0 0.437
H 0.1997 5.5317 -2.3671 0.0 0.0 0.0 0.363
H 0.1642 7.1129 -1.5816 0.0 0.0 0.0 0.452
H -1.1653 5.9844 -1.3279 0.0 0.0 0.0 0.380
H 0.6903 5.8477 1.9375 0.0 0.0 0.0 0.371
H -0.8596 6.2381 1.1714 0.0 0.0 0.0 0.344
H 0.5189 7.3027 0.9561 0.0 0.0 0.0 0.474
C -0.9104 0.5331 -3.8341 0.2 0.2 -0.1 -0.680
Si -1.8739 -1.0182 -3.5358 0.2 -0.1 0.6 0.499
C -3.3978 -1.1419 -4.5559 -0.2 0.0 -0.2 -1.150
C -0.8060 -2.5302 -3.6465 0.2 -0.1 -0.2 -0.912
Ge -2.5365 -0.9346 -1.1395 -0.4 0.2 -0.6 0.718
Si -3.4969 -3.1771 -0.3399 -0.3 -0.1 0.2 0.593
C -3.6384 -3.2013 1.4990 0.1 0.1 0.3 -0.681
C -2.3618 -4.4460 -1.0366 0.3 0.0 -0.3 -0.892
C -5.1700 -3.2753 -1.0982 -0.2 0.0 -0.1 -1.117
Si -4.5839 0.5405 -1.1952 0.3 -0.2 0.2 0.825
C -5.9662 -0.1879 -2.1553 -0.2 -0.1 -0.1 -1.223
C -3.8345 2.0190 -2.0319 0.1 0.2 -0.2 -0.862
C -5.0646 0.8244 0.5609 -0.2 0.1 0.3 -0.936
H -0.3088 0.4003 -4.7391 0.0 0.1 0.0 0.528
H -0.2268 0.7520 -3.0095 0.0 0.0 0.0 -0.037
H -1.5573 1.3983 -3.9895 0.0 0.0 0.0 0.320
H -3.0936 -1.3445 -5.5889 -0.1 0.0 0.0 0.447
H -3.9717 -0.2135 -4.5575 0.0 -0.1 0.0 0.275
H -4.0449 -1.9634 -4.2440 0.0 0.0 0.0 0.320
H -0.1033 -2.4007 -4.4757 0.0 -0.1 0.0 0.513
H -1.3932 -3.4282 -3.8463 0.0 0.0 0.0 0.352
H -0.2281 -2.7033 -2.7382 0.0 0.0 0.0 0.065
H -2.6877 -3.1047 2.0243 -0.1 0.0 0.0 -0.034
H -4.0596 -4.1783 1.7661 0.0 0.0 0.0 0.521
H -4.3333 -2.4419 1.8631 0.0 0.0 0.0 0.261
H -1.3079 -4.1789 -1.0241 0.0 -0.1 0.0 0.089
H -2.6505 -4.6798 -2.0629 0.0 0.0 0.0 0.376
H -2.4838 -5.3577 -0.4413 0.0 0.0 0.0 0.468
H -5.9022 -2.6869 -0.5454 0.0 0.0 0.0 0.290
H -5.4826 -4.3256 -1.0539 0.0 0.0 0.0 0.451
H -5.1888 -2.9793 -2.1463 0.0 0.0 0.0 0.326
H -5.6647 -0.8770 -2.9389 0.0 0.0 -0.1 0.280
H -6.4858 0.6474 -2.6382 0.0 0.0 0.0 0.445
H -6.6734 -0.6905 -1.4954 0.0 0.0 -0.1 0.412
H -4.0419 1.9815 -3.1043 0.0 0.0 0.0 0.439
H -2.7547 2.0938 -1.9030 0.0 0.1 0.0 -0.037
H -4.2926 2.9352 -1.6430 0.0 -0.1 0.0 0.470
H -5.2604 -0.1215 1.0724 0.0 0.1 0.0 0.230
H -6.0040 1.3903 0.5575 0.0 0.0 0.1 0.537
H -4.3427 1.3994 1.1409 0.0 0.0 0.0 0.271
Cl -2.1655 -0.1223 2.2181 -0.3 0.1 0.6 -0.191
C -1.3206 -0.0408 3.8204 -0.1 0.0 0.0 0.570
C -2.1655 0.3466 4.8349 0.0 0.0 0.0 -0.860
C -1.6332 0.4307 6.1108 0.1 0.0 0.0 -0.776
C -0.3042 0.1077 6.3056 0.0 0.0 0.0 -0.621
C 0.5202 -0.2953 5.2567 0.0 0.0 0.3 0.329
Cl 2.1352 -0.7105 5.6930 0.0 0.0 -0.1 -0.147
C 0.0295 -0.3719 3.9521 0.1 0.0 -0.3 -0.242
N 0.7493 -0.7277 2.7696 -0.2 0.2 -0.1 0.639
C 2.0376 -1.3886 2.7498 0.0 0.3 0.0 -0.655
C 3.1834 -0.6125 2.7003 0.1 0.0 0.0 0.225
C 4.4250 -1.2286 2.7028 0.0 0.0 0.0 -0.877
C 4.5091 -2.6153 2.7233 0.0 0.0 0.0 -0.991
C 3.3538 -3.3848 2.7147 0.0 0.0 -0.1 -1.050
C 2.1026 -2.7811 2.7262 -0.1 -0.1 0.0 0.945
C 0.8397 -3.6292 2.6376 0.1 0.1 0.0 -0.996
C 0.4124 -3.6215 1.1924 -0.3 0.4 0.2 0.126
O 0.7946 -4.3359 0.3324 0.0 -0.2 -0.2 -0.509
O -0.4703 -2.5637 0.8565 0.4 -0.2 -0.2 -0.034
H -3.2032 0.5801 4.6362 0.0 0.0 0.0 0.540
H -2.2517 0.7374 6.9427 0.0 0.0 0.0 0.453
H 0.1286 0.1525 7.2959 0.0 0.0 0.0 0.496
H 0.1278 -1.3274 2.2519 0.1 -0.7 0.8 -0.432
H 3.0951 0.4678 2.7178 0.0 0.0 0.0 0.579
H 5.3275 -0.6311 2.7123 0.0 0.0 0.0 0.642
H 5.4760 -3.1011 2.7434 0.0 0.0 0.0 0.524
H 3.4232 -4.4658 2.7037 0.0 0.0 0.0 0.506
H 0.0529 -3.2500 3.2905 -0.1 0.0 0.0 0.230
H 1.0518 -4.6609 2.9065 0.0 0.0 0.0 0.720
```
Forces are in eV/Å.

## Properties
Spin multiplicity: 2
Net charge: +3
Relative energy (zero: lowest compared OMol25 entry of this formula, charge and spin) in kJ/mol: 110.06
Molar mass in g/mol: 1039.572
Highest occupied orbital energy (spin up / spin down) in eV: -15.4 / -16.0
E_tot in Ha: -5845.7373